# 1
Below is a cluster of 13 separate species, C50H118N7O17 in total, with properties calculated with ωB97M-V/def2-TZVPD.

The total energy is -98993.722 eV. Its HOMO-LUMO gap is 6.6748 eV. The net charge is +1. The HOMO energy comes out at -9.5 eV. As for the maximum force: 6.04 eV/A.

Geometry as XYZ:
```
192
C50H118N7O17 ωB97M-V/def2-TZVPD
C -1.60856 -4.02165 1.37518
C -2.21546 -4.74929 2.57964
C -3.63214 -5.25421 2.12200
N -4.57601 -5.92597 3.16395
C -5.71220 -6.51389 2.41321
C -6.71126 -5.54267 1.73796
C -7.22784 -4.56899 2.81520
C -6.06807 -3.94987 3.66269
C -5.16367 -5.05790 4.14343
C -3.90160 -6.95000 3.91151
H -0.77591 -3.40202 1.69529
H -2.36093 -3.32539 0.94609
H -1.39470 -4.71543 0.58469
H -2.31289 -3.97164 3.36248
H -1.62770 -5.57469 3.01142
H -3.61254 -6.03461 1.34131
H -4.21484 -4.43980 1.72603
H -5.33838 -7.21864 1.68852
H -6.16244 -7.13373 3.18802
H -6.36531 -5.09277 0.81516
H -7.43185 -6.22551 1.31938
H -7.81973 -3.73630 2.40348
H -7.87579 -5.09168 3.52229
H -5.54394 -3.17559 3.10180
H -6.44088 -3.47247 4.57356
H -4.37087 -4.49803 4.66882
H -5.77319 -5.69506 4.76687
H -3.36251 -7.58636 3.24779
H -4.62769 -7.49263 4.52329
H -3.09949 -6.43877 4.42929
C 2.92910 2.45061 -5.09748
C 3.40830 1.91368 -3.73739
C 2.24847 1.61167 -2.74524
N 2.38294 0.94383 -1.42780
C 1.01914 1.09521 -0.74391
C 0.89147 0.28955 0.51397
C 1.20769 -1.16364 0.41132
C 2.54044 -1.32004 -0.29083
C 2.61204 -0.48399 -1.61112
C 3.51193 1.54366 -0.58929
H 2.50408 1.56575 -5.58473
H 3.76336 2.74265 -5.72109
H 2.12230 3.20469 -5.09476
H 3.98692 2.68784 -3.21543
H 4.09995 1.08437 -3.76922
H 1.46515 0.99775 -3.15953
H 1.78487 2.58532 -2.54902
H 0.24992 0.82462 -1.48845
H 0.86231 2.17043 -0.63076
H -0.07318 0.40884 1.02369
H 1.57990 0.82397 1.17583
H 0.47585 -1.69873 -0.22086
H 1.17838 -1.60404 1.41406
H 2.88519 -2.29866 -0.62562
H 3.40122 -1.06517 0.35124
H 1.72205 -0.83417 -2.13901
H 3.51528 -0.68599 -2.19946
H 3.37333 2.59054 -0.27509
H 4.35965 1.51677 -1.24881
H 3.73839 0.86923 0.22173
C 8.91945 0.20889 -2.50870
C 8.14444 0.28873 -1.24316
C 7.17821 1.55891 -1.11978
O 7.85864 2.69312 -1.55664
C 7.19255 3.90462 -1.48334
N 7.13537 -0.79340 -1.18573
H 7.54841 -1.73439 -1.37175
H 6.75096 -0.72507 -0.21639
H 6.32587 -0.72835 -1.85237
H 9.67676 0.96658 -2.57434
H 8.17311 0.37174 -3.29587
H 9.25793 -0.82031 -2.57119
H 8.74761 0.27066 -0.35605
H 6.87597 1.77049 -0.09466
H 6.27522 1.45656 -1.76249
H 6.26563 3.86484 -2.04787
H 7.85803 4.63875 -1.92793
H 7.03762 4.21079 -0.44403
C -2.24541 3.27121 1.07058
C -2.19903 3.61692 2.60250
C -3.55398 3.36574 3.24626
O -4.63601 3.90346 2.52313
C -5.85075 3.24227 2.72105
N -1.06274 2.71697 3.05238
H -1.34142 1.72403 2.91248
H 0.14920 2.95107 2.43162
H -0.88138 2.87557 4.04595
H -2.29573 2.20188 0.92931
H -1.38597 3.75883 0.60461
H -3.15840 3.67584 0.62068
H -1.87300 4.65273 2.76257
H -3.61630 3.74356 4.27002
H -3.62807 2.26256 3.17029
H -6.20271 3.25088 3.77505
H -5.62445 2.18165 2.44826
H -6.58443 3.65648 2.05957
C -2.67910 0.09775 -0.66385
C -3.58481 -0.94358 -1.26003
C -5.05427 -0.38517 -1.19680
O -5.56354 0.18493 -0.01583
C -6.37568 -0.73812 0.64283
N -3.27042 -1.19049 -2.68653
H -2.74916 -0.36964 -3.00877
H -2.28177 -2.21228 -2.84708
H -4.08935 -1.43773 -3.27851
H -2.97869 0.31759 0.35944
H -2.72662 1.02103 -1.25784
H -1.67409 -0.30562 -0.68470
H -3.57706 -1.87502 -0.70251
H -5.69850 -1.21789 -1.51823
H -5.11887 0.39402 -2.00203
H -6.59755 -0.30634 1.60579
H -5.84914 -1.69228 0.75337
H -7.30173 -0.92402 0.09177
C 1.00313 0.33693 5.62722
C 0.27714 -0.97850 5.43784
C 0.84102 -1.78593 4.27358
O 2.13929 -2.16750 4.62673
C 2.94007 -2.40567 3.46106
N 0.43069 -1.74057 6.72760
H 1.20743 -2.38008 6.65132
H 0.54411 -1.04263 7.47377
H -0.41407 -2.28001 6.91127
H 2.08241 0.20453 5.72312
H 0.55425 0.86268 6.49702
H 0.67271 0.96404 4.81198
H -0.78815 -0.77853 5.26719
H 0.89231 -1.05152 3.48401
H 0.26064 -2.65487 3.92808
H 3.28359 -1.46381 3.04931
H 2.27887 -2.84688 2.70616
H 3.80367 -3.01348 3.72528
C -1.21304 1.75513 -7.21309
C -1.23210 2.80924 -6.07367
C -2.33425 3.89859 -6.13477
O -2.44508 4.34059 -7.45017
C -3.38534 5.42525 -7.50729
N -1.39065 2.25237 -4.71791
H -1.05414 3.25493 -3.04900
H -2.28020 1.77752 -4.56443
H -0.73449 1.47514 -4.57015
H -0.34327 1.10089 -7.06181
H -1.07474 2.11161 -8.21821
H -2.02258 1.02718 -7.11812
H -0.31378 3.39249 -6.06305
H -2.09946 4.68712 -5.40407
H -3.28733 3.42104 -5.78664
H -3.46567 5.74503 -8.54234
H -3.01206 6.25789 -6.90205
H -4.36575 5.04355 -7.18496
C 5.43985 -2.39487 -5.01194
C 5.75122 -1.94113 -3.61848
O 5.20390 -0.87157 -3.12383
O 6.54416 -2.66882 -2.97391
H 5.31673 -1.54231 -5.66712
H 4.56444 -3.03760 -4.88831
H 6.29560 -2.98157 -5.34354
C 0.16097 5.89778 -1.76399
C -0.37502 4.84255 -2.59194
O -0.52348 5.12254 -3.75968
O -0.81634 3.60299 -2.18060
H 0.48938 6.62911 -2.50419
H 0.98627 5.60307 -1.08238
H -0.57454 6.46865 -1.17177
C 0.86307 -2.30777 -4.04595
C -0.45703 -1.85323 -3.52599
O -0.74839 -0.72906 -3.57607
O -1.29732 -2.79107 -3.07710
H 0.61000 -2.87003 -4.95091
H 1.50511 -2.96892 -3.45671
H 1.33937 -1.40457 -4.38453
C -3.77987 -0.93672 3.45224
C -2.42274 -0.32444 3.81585
O -2.22576 0.26638 4.89624
O -1.55009 -0.49181 2.92561
H -4.46306 -0.99845 4.31063
H -3.57331 -1.86224 2.93978
H -4.23089 -0.30471 2.68246
C 5.46420 0.42058 3.08004
C 6.23678 -0.00251 1.83054
O 7.44187 -0.09580 1.85896
O 5.54254 -0.15493 0.78656
H 4.39130 0.56750 2.92177
H 5.78591 1.37384 3.51227
H 5.58876 -0.36267 3.84791
C 3.29852 4.06716 2.60056
C 1.97132 3.48030 2.87809
O 1.16938 3.24302 1.89611
O 1.74777 3.32229 4.09370
H 4.07006 3.33154 2.46279
H 3.51366 4.53647 3.54451
H 3.31170 4.78432 1.78978
```

***

# 2
Below is a cluster of 10 separate species, C50H125N20O5P5 in total, with properties calculated with ωB97M-V/def2-TZVPD.

The structure (SMILES) is CN(C)P(=O)(N(C)C)N(C)C.CN(C)P(=O)(N(C)C)N(C)C.CN(C)P(=O)(N(C)C)N(C)C.CN(C)P(=O)(N(C)C)N(C)C.CN(C)P(=O)(N(C)C)N(C)C.CCCC#N.CCCC#N.CCCC#N.CCCC#N.CCCC#N. The total energy is -140364.564 eV. Its HOMO-LUMO gap is 8.4360 eV. As for the energy relative to the best compared isomer or geometry (same formula, charge and spin): 0.0 kJ/mol. The HOMO energy comes out at -8.2 eV. As for the maximum force: 5.90 eV/A.

Geometry as XYZ:
```
205
C50H125N20O5P5 ωB97M-V/def2-TZVPD
C 12.64296 15.39482 11.78512
N 13.92155 15.60645 12.46872
C 14.30926 14.48521 13.40576
P 14.94195 16.85967 12.05606
O 14.27715 18.03341 11.47064
N 15.83388 17.17543 13.46778
C 15.14053 17.25741 14.81453
C 16.91902 18.09758 13.30771
N 16.04509 16.03540 11.04964
C 16.97433 14.95082 11.52615
C 15.76345 16.06301 9.62299
H 12.10342 14.52618 12.16255
H 12.82419 15.39954 10.71031
H 11.92524 16.19965 11.94395
H 13.71067 14.53676 14.31522
H 15.35819 14.68506 13.62463
H 14.15791 13.52761 12.90758
H 14.17239 16.75674 14.82580
H 15.74425 16.68599 15.51959
H 15.05217 18.28875 15.15604
H 16.50242 18.95844 12.78479
H 17.33752 18.38600 14.27196
H 17.71618 17.63497 12.72579
H 17.87774 15.06531 10.92711
H 17.08819 14.84385 12.60489
H 16.57300 14.02625 11.11117
H 14.98906 15.32917 9.39960
H 16.68563 15.80990 9.09991
H 15.41372 17.04098 9.29227
C 18.39747 12.20923 19.09290
N 17.61260 10.98656 18.97395
C 18.17826 9.77572 19.63766
P 16.50379 10.69898 17.72222
O 15.61765 9.51619 17.86906
N 15.75387 12.23512 17.46595
C 14.97519 12.39344 16.20658
C 15.06610 12.88408 18.57385
N 17.53872 10.60042 16.37286
C 18.00456 9.30458 15.88064
C 18.37594 11.73024 15.97294
H 19.44808 12.09889 18.82433
H 18.40351 12.55376 20.12700
H 18.06416 13.08484 18.53583
H 17.50169 8.92393 19.70710
H 18.45307 10.02584 20.66237
H 19.12285 9.52642 19.15424
H 14.60227 13.41619 16.26149
H 15.55402 12.16537 15.31157
H 14.20750 11.62419 16.29029
H 14.25627 12.24878 18.93256
H 15.75185 13.03753 19.40710
H 14.80585 13.89850 18.27165
H 18.47805 8.84917 16.75042
H 17.24520 8.61762 15.50705
H 18.77795 9.41472 15.12049
H 19.32039 11.77041 16.51561
H 17.83282 12.65146 16.18381
H 18.58407 11.66981 14.90471
C 21.18514 16.85925 19.26532
N 20.30429 15.78298 19.67557
C 20.97583 14.81159 20.49009
P 18.67276 16.09351 19.98278
O 17.93997 14.89307 20.48577
N 18.77990 17.33166 21.13679
C 19.07518 18.71628 20.84444
C 18.77446 16.91554 22.55264
N 18.05198 16.82572 18.54362
C 18.07329 16.05673 17.33583
C 16.83802 17.61609 18.63926
H 22.08549 16.36852 18.89566
H 21.34429 17.59801 20.05082
H 20.87135 17.46158 18.41278
H 20.85645 15.02225 21.55286
H 21.91216 14.45789 20.05849
H 20.33359 13.93092 20.49658
H 19.90925 18.95267 21.50515
H 19.46872 18.88733 19.84246
H 18.25448 19.39885 21.06503
H 19.79126 16.82226 22.93410
H 18.28118 17.68962 23.14050
H 18.34867 15.92655 22.72204
H 18.92201 15.37401 17.37665
H 17.19206 15.41590 17.30648
H 18.00918 16.70171 16.45948
H 16.56802 18.03108 17.66819
H 16.97868 18.48878 19.27701
H 16.04002 16.98354 19.02806
C 11.66196 21.24198 22.72072
N 11.06154 20.09710 23.48323
C 12.05469 19.38199 24.23747
P 9.38899 20.17791 23.84142
O 8.72998 21.43314 23.39724
N 8.75707 18.72407 23.14022
C 8.21381 18.82026 21.78536
C 9.31887 17.41749 23.38975
N 9.37048 20.02764 25.50570
C 10.17933 20.96903 26.31582
C 8.17453 19.58117 26.18600
H 11.70735 22.19021 23.25636
H 11.17470 21.41632 21.76141
H 12.70487 20.96211 22.57201
H 11.63052 18.47443 24.66704
H 12.53539 20.00747 24.98967
H 12.86522 19.09787 23.56634
H 7.45817 18.04026 21.69205
H 7.75965 19.80033 21.63941
H 8.93453 18.61600 20.99356
H 10.28764 17.36183 22.89327
H 9.42523 17.32666 24.47073
H 8.72354 16.58778 23.00861
H 11.12885 21.18073 25.82420
H 9.68581 21.88861 26.63031
H 10.40494 20.55779 27.29973
H 8.03483 18.52594 25.95129
H 7.36183 20.29256 26.03924
H 8.36961 19.51493 27.25636
C 10.04183 8.53524 17.60350
N 11.17095 9.04727 16.77236
C 12.47718 8.81024 17.33147
P 10.94607 9.77876 15.29508
O 9.47762 9.84943 14.91030
N 11.56358 11.37173 15.49689
C 11.17034 12.22745 16.60641
C 12.03006 12.10865 14.35991
N 11.99651 9.06655 14.12560
C 11.43556 8.55074 12.85563
C 13.45888 8.94340 14.07956
H 9.07412 8.94132 17.30899
H 10.11529 8.99543 18.58887
H 10.03427 7.45048 17.70998
H 13.17085 9.64051 17.19893
H 12.86378 7.88442 16.90544
H 12.39992 8.88359 18.41625
H 11.67510 13.19354 16.60541
H 10.08316 12.30517 16.59549
H 11.38857 11.68020 17.52346
H 11.17797 12.67869 13.98966
H 12.83677 12.77183 14.67216
H 12.45458 11.49961 13.56181
H 12.15914 8.01829 12.23837
H 10.68033 7.82217 13.15045
H 10.95871 9.35541 12.29596
H 13.80684 9.56101 14.90755
H 13.78686 9.40002 13.14574
H 13.79344 7.95063 14.38053
C 13.75314 16.82828 22.81962
C 13.87114 15.55225 21.98750
C 15.32370 14.99273 21.99713
C 15.96920 14.90274 23.32192
N 16.50456 14.76336 24.35807
H 12.80214 17.30244 22.57702
H 14.59882 17.45883 22.54514
H 13.80815 16.61002 23.88613
H 13.66318 15.85047 20.95992
H 13.16816 14.80260 22.35072
H 15.91268 15.74312 21.46975
H 15.39322 14.02645 21.49756
C 14.13053 20.08157 17.11548
C 14.10706 21.34287 17.99463
C 15.14725 21.41131 19.10773
C 14.93187 20.39061 20.09610
N 14.79419 19.60787 20.94054
H 13.31632 20.25147 16.41100
H 13.87499 19.14495 17.61098
H 14.98091 20.01078 16.43729
H 13.15461 21.24346 18.51525
H 14.00889 22.21767 17.35183
H 15.25910 22.35144 19.64785
H 16.15349 21.40044 18.68884
C 10.50717 16.97821 14.54357
C 11.55100 18.10368 14.55201
C 10.98391 19.50752 14.87599
C 10.15308 19.60049 16.10013
N 9.43961 19.78658 16.99306
H 9.89015 17.00118 15.44183
H 11.07481 16.05834 14.40318
H 9.80983 17.14152 13.72189
H 12.12046 18.16474 13.62460
H 12.27285 17.85345 15.32945
H 10.28668 19.78163 14.08426
H 11.70037 20.32830 14.84270
C 13.90080 11.67813 22.29497
C 12.51562 11.00486 22.21659
C 12.05007 10.84656 20.79038
C 11.71048 12.18580 20.37045
N 11.36789 13.22908 19.99562
H 14.23474 11.74873 23.33015
H 13.93004 12.73760 22.04050
H 14.63784 11.19123 21.65638
H 11.78201 11.66748 22.67579
H 12.54810 10.08591 22.80189
H 11.14554 10.25593 20.93561
H 12.73268 10.32817 20.11702
C 11.49256 18.06375 20.09452
C 10.83687 16.68604 19.85887
C 11.11919 16.12111 18.45433
C 12.53792 16.11665 17.95847
N 13.59329 16.06899 17.59359
H 11.02254 18.87046 19.53202
H 12.54421 18.09095 19.80922
H 11.35757 18.43862 21.10909
H 9.76992 16.75260 20.07168
H 11.25561 16.00198 20.59699
H 10.47989 16.61884 17.72518
H 10.73285 15.10248 18.48928
```